Record 1
Here is a molecular structure, C17H8ClN3O4PtS3 in a non-equilibrium geometry from the Open Molecules 2025 dataset. Energies are from the ωB97M-V functional and the def2-TZVPD basis.

Structure (XYZ):
```
37
Properties=species:S:1:pos:R:3:forces:R:3
Pt 1.125162 0.615301 0.369125 -3.3 0.7 0.0
S -1.010705 -2.172696 -2.467337 0.0 0.2 0.0
C -2.235926 -1.739564 -1.314146 0.1 0.1 0.0
C -3.467381 -2.348397 -1.098600 0.0 0.0 -0.1
C -4.288554 -1.821107 -0.124318 0.0 -0.1 -0.1
C -3.903672 -0.686963 0.595857 0.0 0.0 0.0
C -2.680717 -0.087675 0.383982 0.0 0.0 -0.1
C -1.815474 -0.642318 -0.557931 -0.2 0.1 0.2
N -0.524660 -0.210637 -0.884366 1.6 0.1 0.8
C -0.005051 -0.921024 -1.859356 -0.5 -0.3 -0.1
C 1.359916 -0.722765 -2.250486 0.2 -0.1 -0.3
C 1.921826 -1.199247 -3.430603 -0.1 0.1 -0.1
C 3.268955 -0.990116 -3.670880 0.0 0.0 0.0
C 4.049241 -0.337884 -2.722929 -0.1 0.1 0.0
C 3.479793 0.141556 -1.546615 0.2 -0.2 -0.2
C 2.126681 -0.042968 -1.320056 1.0 0.0 1.4
H -3.764451 -3.210447 -1.680301 0.0 0.0 0.0
H -5.243687 -2.288627 0.072018 0.0 0.0 0.0
H -4.575639 -0.272865 1.335244 0.0 0.0 0.0
H -2.396975 0.812106 0.904457 -0.1 -0.1 0.0
H 1.301340 -1.712260 -4.156195 0.0 0.0 0.0
H 3.708954 -1.329993 -4.598483 0.0 -0.1 0.0
H 5.106839 -0.191878 -2.899759 0.0 0.0 0.0
H 4.102783 0.647808 -0.820479 0.0 0.0 0.0
S -0.429088 2.169124 1.543532 1.2 -0.8 -0.2
C -0.680958 0.907466 2.668682 -0.8 0.0 1.1
S 0.108218 -0.546054 2.207285 0.8 0.6 -1.1
C -1.478582 0.990059 3.768088 -0.2 0.0 0.1
C -2.041729 2.237295 4.177931 0.0 0.0 -0.1
N -2.493742 3.239514 4.516503 0.0 0.0 -0.1
C -1.839976 -0.176986 4.507969 0.1 0.1 0.1
N -2.169141 -1.106273 5.101960 0.1 -0.1 -0.1
O 4.451627 2.333384 0.681113 -0.1 0.0 0.2
Cl 3.113722 2.643291 1.047369 0.3 0.8 -0.5
O 3.009831 3.792408 1.862670 0.0 -0.2 0.0
O 2.275562 2.761721 -0.151261 0.1 -0.1 0.3
O 2.535658 1.467714 1.810316 -0.3 -0.9 -1.1
```
Forces are in eV/Å.

HOMO, eV: -9.031
LUMO energy, Ha: -0.1187
ΔE to the lowest compared entry with this formula, charge and spin, kcal/mol: 97.0
Frontier orbital gap, eV: 5.8

***

Record 2
Here is a molecular structure, C17H8ClN3O4PtS3 in a non-equilibrium geometry from the Open Molecules 2025 dataset. Energies are from the ωB97M-V functional and the def2-TZVPD basis.

Structure (XYZ):
```
37
Properties=species:S:1:pos:R:3:forces:R:3
Pt -0.979949 0.272803 0.549120 -2.2 -1.0 -1.2
S 3.311951 1.152694 0.131299 -0.2 0.1 -0.1
C 3.205575 -0.579101 0.022262 -0.1 0.3 0.1
C 4.247540 -1.482769 -0.128268 0.1 -0.1 0.1
C 3.938666 -2.825376 -0.209144 0.0 0.1 0.0
C 2.606058 -3.244136 -0.161524 0.0 0.0 0.0
C 1.574051 -2.340740 -0.020243 -0.2 0.1 0.0
C 1.872120 -0.982789 0.089808 0.2 -0.6 0.0
N 0.989167 0.080707 0.217276 0.1 0.7 -0.2
C 1.602736 1.260271 0.178545 0.3 -0.6 -0.2
C 0.790730 2.431678 0.006164 -0.5 1.0 0.1
C 1.235853 3.746492 -0.143288 0.3 -0.5 -0.1
C 0.315831 4.742988 -0.401813 0.0 0.3 -0.1
C -1.040117 4.455444 -0.509566 0.0 -0.3 0.0
C -1.498282 3.147657 -0.356403 0.1 0.4 0.0
C -0.580247 2.162068 -0.070132 0.0 -0.6 0.2
H 5.271577 -1.139913 -0.188493 0.0 0.0 0.0
H 4.733318 -3.550071 -0.317196 0.0 0.0 0.0
H 2.371554 -4.296288 -0.246665 0.0 0.0 0.0
H 0.545196 -2.665210 0.008022 0.0 -0.1 0.0
H 2.298761 3.953229 -0.093221 0.0 0.2 0.0
H 0.656394 5.758875 -0.550892 0.0 0.0 0.1
H -1.754550 5.244879 -0.700536 0.1 0.0 -0.1
H -2.556592 2.938898 -0.425332 0.0 -0.1 0.0
S -1.915251 -0.764160 -1.481906 1.2 1.1 1.5
C -2.097525 -2.203127 -0.548793 -0.1 -0.9 -0.2
S -1.664754 -2.038580 1.092883 0.3 0.5 0.5
C -2.488813 -3.382536 -1.114695 0.0 0.1 -0.2
C -2.572102 -4.588656 -0.359530 0.0 0.0 0.0
N -2.626371 -5.578923 0.223116 0.0 0.0 0.1
C -2.759108 -3.456560 -2.513903 0.0 -0.1 0.0
N -2.959026 -3.532890 -3.645079 0.0 0.1 0.0
O -3.596725 0.830304 3.371558 0.0 0.0 -0.1
Cl -2.840765 1.493892 2.384901 -0.1 0.2 0.5
O -3.277059 2.818152 2.145167 0.1 -0.1 0.1
O -1.405545 1.440739 2.679103 0.2 -0.2 -0.2
O -2.954280 0.720072 1.087397 0.4 -0.1 -0.6
```
Forces are in eV/Å.

HOMO, eV: -8.717
LUMO energy, Ha: -0.1111
ΔE to the lowest compared entry with this formula, charge and spin, kcal/mol: 72.2
Frontier orbital gap, eV: 5.7

***

Record 3
Here is a molecular structure, C17H9AuBrNO5 in a non-equilibrium geometry from the Open Molecules 2025 dataset. Energies are from the ωB97M-V functional and the def2-TZVPD basis.

Structure (XYZ):
```
34
Properties=species:S:1:pos:R:3:forces:R:3
Au 0.025388 0.308122 -0.702715 0.0 0.8 -0.6
O 0.069243 6.322402 -0.638358 0.0 -0.1 0.0
C 0.012792 4.983308 -0.732918 0.0 0.0 0.0
C -1.201927 4.287852 -0.779074 0.0 0.0 -0.1
C -1.146495 2.916414 -0.853770 0.0 0.1 0.0
N 0.021516 2.306324 -0.894954 0.0 0.3 0.1
C 1.186648 2.927702 -0.850160 0.0 0.1 0.0
C 1.233302 4.297934 -0.773574 0.0 0.0 0.0
C 2.349292 1.961379 -0.866502 0.2 -0.5 0.0
O 3.483358 2.356363 -0.929961 0.0 0.0 0.0
O 2.007826 0.679922 -0.810122 0.5 -0.2 0.0
C -2.306001 1.947292 -0.869117 -0.2 -0.5 0.0
O -3.440359 2.344780 -0.935150 0.0 0.0 0.0
O -1.962077 0.669364 -0.806529 -0.5 -0.1 0.0
H -0.818198 6.694192 -0.604318 -0.1 0.1 0.0
H -2.167735 4.777030 -0.757494 0.0 0.0 0.0
H 2.183323 4.811786 -0.741195 0.0 0.0 0.0
Br 0.019193 0.149253 2.200811 0.0 0.0 0.5
C 0.023951 -1.744272 2.007429 0.0 0.0 -0.3
C 0.025152 -2.457914 3.165120 0.0 -0.1 0.1
C 0.028202 -3.867864 3.120555 0.0 0.1 0.1
C 0.029482 -4.506224 1.921141 0.0 -0.1 -0.1
C 0.028647 -3.779451 0.704096 0.0 0.0 0.0
C 0.030273 -4.470986 -0.533836 0.0 -0.1 0.1
C 0.029365 -3.795920 -1.711486 0.0 0.2 -0.1
C 0.028614 -2.381066 -1.711355 0.0 -0.3 0.0
C 0.026867 -1.682480 -0.540869 0.0 0.0 0.3
C 0.026124 -2.356120 0.719691 0.0 -0.1 -0.1
H 0.023210 -1.942553 4.115018 0.0 0.0 0.0
H 0.029162 -4.428066 4.045911 0.0 0.0 0.0
H 0.031104 -5.588374 1.872415 0.0 0.0 0.0
H 0.030514 -5.554064 -0.516139 0.0 0.0 0.0
H 0.029676 -4.328706 -2.653479 0.0 0.0 0.0
H 0.030564 -1.857362 -2.659125 0.0 0.0 0.0
```
Forces are in eV/Å.

HOMO, eV: -8.468
LUMO energy, Ha: -0.0250
ΔE to the lowest compared entry with this formula, charge and spin, kcal/mol: 0.0
Frontier orbital gap, eV: 7.8

***

Record 4
Here is a molecular structure, C17H9ClF3N3O4PtS from the Open Molecules 2025 dataset. Energies are from the ωB97M-V functional and the def2-TZVPD basis.

Structure (XYZ):
```
39
Properties=species:S:1:pos:R:3:forces:R:3
Pt 0.323664 -0.440562 0.467379 -0.2 0.1 -0.2
F -0.609102 -5.369875 1.954254 -0.1 0.0 0.2
C -1.731556 -4.802916 2.427190 0.0 0.1 0.0
F -1.447723 -4.231245 3.609461 0.0 -0.2 -0.1
F -2.651742 -5.734636 2.601875 0.1 0.0 0.1
C -2.210263 -3.743343 1.455643 0.2 0.2 -0.1
C -3.458136 -3.799005 0.861394 -0.1 0.0 -0.1
C -3.834219 -2.795014 -0.019992 -0.1 0.0 0.0
C -2.952496 -1.739163 -0.299522 0.0 0.1 -0.1
N -1.765238 -1.686165 0.265813 0.2 0.0 0.1
C -1.390606 -2.655412 1.122594 -0.1 -0.2 0.1
S 0.193455 -2.349222 1.714840 0.0 -0.2 0.1
H -4.126664 -4.620192 1.087505 0.0 0.0 0.0
H -4.805653 -2.818102 -0.496498 0.0 0.0 0.0
H -3.213186 -0.939395 -0.981945 0.0 0.0 0.0
O 1.187892 4.691679 -2.624402 -0.2 0.0 -0.1
C 2.270907 4.478995 -1.929518 0.1 -0.2 0.2
O 3.209963 5.212232 -1.957800 0.3 0.0 0.2
C 2.338380 3.221423 -1.030908 -0.2 -0.2 0.0
C 3.424676 2.901222 -0.260782 -0.3 0.1 -0.3
Cl 4.847022 3.779360 -0.144949 0.0 0.0 0.0
N 3.147274 1.693074 0.429294 0.3 -0.2 0.3
N 1.878016 1.264079 0.081668 -0.1 0.6 -0.5
C 1.407173 2.155813 -0.769773 0.1 -0.2 0.2
C 0.000972 1.894473 -1.302194 0.0 0.3 -0.3
O -0.513977 2.653563 -2.085110 0.3 0.2 0.0
O -0.569044 0.826683 -0.856486 0.1 -0.3 0.3
C 3.905477 0.963636 1.314445 0.0 0.1 -0.1
C 5.228592 1.357369 1.716456 -0.3 -0.2 0.0
C 5.927584 0.589996 2.597997 -0.1 -0.3 0.2
C 5.365272 -0.589995 3.121624 0.0 0.0 0.0
C 4.062174 -0.992797 2.735843 0.3 0.0 0.2
C 3.354331 -0.240116 1.859938 0.5 0.3 0.0
H 0.497461 4.014481 -2.508573 -0.3 -0.3 0.0
H 5.677592 2.245741 1.335329 0.1 0.2 -0.1
H 6.922288 0.893242 2.895435 0.0 0.0 0.0
H 5.929767 -1.193144 3.821982 0.0 0.0 0.0
H 3.634429 -1.900843 3.141205 0.1 0.0 0.0
H 2.376736 -0.551787 1.576518 -0.4 -0.1 -0.1
```
Forces are in eV/Å.

HOMO (spin up / spin down), eV: -15.724 / -15.757
LUMO energy (spin up / spin down), Ha: -0.2747 / -0.3923
Multiplicity: 5
Frontier orbital gap (spin up / spin down), eV: 8.2 / 5.1
Total charge: +2

***

Record order is preserved below.
Molar mass: 645.00; 645.00; 584.13; 638.87 g/mol
Record order is preserved below.
Energy: -78684.0924; -78685.1654; -103236.9024; -65171.5884 eV